Molecular formula: C40H100F2KNO24S2
Method: DFT, the ωB97M-V functional and the def2-TZVPD basis

Strongest force on any atom, eV Å⁻¹: 6.46
Gap between HOMO and LUMO, eV: 8.79
LUMO, eV: -0.13
Multiplicity: 1

Geometry as XYZ:
```
170
Properties=species:S:1:pos:R:3:forces:R:3:mulliken_charge:R:1
K 20.4168 15.1050 -14.0376 0.114 -0.081 -0.218 0.469
N 18.1065 13.8863 -14.6340 -2.282 -1.985 2.269 0.445
S 17.3922 14.1837 -15.9494 0.183 2.935 -5.755 -0.168
O 16.2258 15.0079 -16.0194 -0.355 -0.309 1.177 -0.612
O 17.4353 13.1541 -16.9451 0.259 -0.450 0.500 -0.215
F 18.4926 15.2735 -16.4232 0.366 -0.529 0.016 -0.150
S 16.9345 12.9797 -13.8633 2.271 -0.027 4.708 0.131
O 17.0363 11.5723 -14.0025 -0.082 -0.172 -1.306 0.122
O 15.7013 13.6023 -13.5578 -0.716 0.295 -1.252 -0.621
F 17.6551 13.1583 -12.4192 0.371 0.079 -0.249 -0.297
C 17.4202 16.8863 -12.9203 -0.223 0.091 0.508 -0.633
O 18.6780 17.4139 -13.3087 -0.273 -0.312 -0.750 0.849
C 19.3750 18.0920 -12.3148 -0.068 -0.178 1.176 -0.459
C 20.6768 18.5410 -12.9220 0.013 0.058 0.571 -1.045
O 21.4065 17.3606 -13.2001 0.754 -0.258 -0.693 0.146
C 22.4901 17.6089 -14.1339 -1.733 1.216 0.241 -0.824
H 16.9764 16.3495 -13.7545 0.157 0.050 -0.126 -0.162
H 16.7351 17.6901 -12.6349 0.045 0.007 0.004 0.340
H 17.5355 16.1960 -12.0734 0.014 0.014 -0.042 0.151
H 19.5587 17.4257 -11.4504 0.275 -0.184 -0.221 0.024
H 18.8042 18.8934 -11.8224 -0.049 0.329 -0.640 0.422
H 21.2644 19.1509 -12.2226 -0.169 0.086 0.020 0.422
H 20.4724 19.1497 -13.8099 0.092 -0.234 -0.181 0.425
H 22.9652 18.5189 -13.7586 0.848 -0.395 -0.142 0.408
H 22.0128 17.9019 -15.0774 0.242 -0.193 -0.175 0.259
H 23.1024 16.7298 -14.2901 0.159 -0.004 0.434 0.119
C 14.6868 10.0390 -21.2030 -0.126 -0.101 -0.349 -0.838
O 14.4476 11.1989 -20.4578 0.252 -0.178 0.412 -0.136
C 13.3986 11.0090 -19.5150 0.106 0.008 -0.733 -0.908
C 13.5157 12.0425 -18.4421 -0.407 0.417 0.314 0.516
O 13.2098 13.3440 -18.9058 0.143 -0.388 -0.434 -0.470
C 13.4188 14.3142 -17.9226 -1.296 0.355 0.734 -0.391
H 15.3959 10.2777 -21.9954 -0.012 0.073 0.022 0.223
H 13.7547 9.6877 -21.6673 0.091 -0.115 -0.032 0.315
H 15.1096 9.2249 -20.5996 -0.095 0.033 0.107 0.284
H 13.4329 10.0197 -19.0432 0.318 0.023 0.033 0.424
H 12.4556 11.0436 -20.0785 -0.147 0.273 0.300 0.440
H 14.5366 12.0537 -18.0432 -0.014 -0.216 0.058 -0.421
H 12.8121 11.7603 -17.6453 0.142 0.097 0.101 0.306
H 14.3700 14.2380 -17.3935 0.234 0.136 -0.364 -0.085
H 12.6288 14.2707 -17.1421 0.210 -0.373 -0.028 0.376
H 13.2163 15.2883 -18.3686 0.642 0.025 -0.203 0.361
C 9.3409 13.4025 -10.0277 0.369 0.169 0.259 -0.637
O 10.3763 13.5677 -9.0746 -0.432 0.454 0.089 -0.355
C 11.6177 13.0991 -9.4990 1.155 -0.877 0.419 -0.727
C 12.2014 13.6709 -10.7627 -0.197 0.200 -0.431 -0.057
O 12.5113 15.0243 -10.5566 0.206 0.486 0.413 -0.359
C 12.8068 15.7309 -11.7415 -0.713 -1.020 -0.490 -0.608
H 9.2339 12.3336 -10.2363 -0.173 0.080 -0.389 0.305
H 9.5505 14.0050 -10.9144 -0.037 -0.324 -0.247 0.228
H 8.4144 13.8014 -9.6207 0.057 -0.144 0.310 0.251
H 11.6537 11.9967 -9.5718 -0.433 0.061 -0.284 0.405
H 12.3477 13.2895 -8.7056 -0.282 0.338 0.123 0.320
H 11.4979 13.5656 -11.6018 0.102 -0.016 -0.038 0.345
H 13.1147 13.1193 -11.0250 -0.076 -0.124 0.026 0.119
H 13.4288 15.1190 -12.4091 0.405 0.283 0.173 0.189
H 13.2606 16.6818 -11.4887 0.058 0.033 -0.006 0.261
H 11.8705 15.8630 -12.3062 0.091 0.399 0.048 0.391
C 22.3655 15.2369 -10.9077 -0.309 -0.198 0.195 -0.692
O 22.7374 14.6690 -12.1495 -0.186 -0.224 -0.006 -0.182
C 23.0496 13.2797 -12.0741 1.353 0.343 -0.544 -0.864
C 21.9163 12.3730 -12.4199 -1.035 -0.893 1.017 -0.387
O 21.4903 12.4868 -13.7602 0.080 0.679 0.219 -0.017
C 20.5291 11.5039 -14.0523 -0.101 -1.340 -0.375 -0.941
H 21.6709 14.5779 -10.3717 -0.157 0.141 -0.081 0.384
H 21.8893 16.1843 -11.1474 -0.010 0.039 0.186 -0.074
H 23.2109 15.3987 -10.2297 0.186 0.015 -0.256 0.417
H 23.5044 13.0329 -11.1092 -0.449 -0.052 0.195 0.443
H 23.8868 13.1451 -12.7685 -0.258 -0.125 -0.227 0.308
H 21.0810 12.5086 -11.7031 -0.116 0.573 -0.362 0.247
H 22.1254 11.3155 -12.1902 0.709 0.126 -0.289 0.466
H 20.3196 11.4548 -15.1193 0.032 0.551 -0.003 0.060
H 19.5803 11.5987 -13.5176 0.144 0.284 0.148 0.398
H 20.9467 10.5095 -13.8275 -0.070 0.101 0.188 0.488
C 16.4050 14.9819 -9.4793 0.340 0.875 0.530 -0.267
O 16.6121 14.1869 -8.3204 0.131 -0.604 -0.218 -0.344
C 16.8780 14.9035 -7.1433 -0.606 1.150 -0.433 -0.610
C 18.2087 15.6202 -7.0309 0.701 -0.506 -0.423 -0.476
O 18.3557 16.7081 -7.9334 -0.537 -0.411 0.003 -0.304
C 19.6664 17.1633 -8.0406 0.304 1.398 -0.473 -0.540
H 17.3202 15.5445 -9.6620 0.125 -0.206 -0.575 0.117
H 15.6574 15.7770 -9.3329 -0.260 -0.353 0.236 0.285
H 16.1000 14.3601 -10.3146 0.152 -0.199 0.079 0.065
H 16.8287 14.2140 -6.3025 -0.160 -0.115 -0.056 0.345
H 16.0856 15.6662 -7.0618 0.034 -0.072 0.414 0.329
H 19.0146 14.9018 -7.2463 -0.046 -0.044 0.192 0.323
H 18.3188 15.9737 -5.9970 0.030 -0.001 -0.010 0.413
H 19.6130 18.1249 -8.5690 -0.107 -0.001 0.254 0.227
H 20.3497 16.5938 -8.6874 -0.243 -0.680 0.396 0.053
H 20.1132 17.3689 -7.0626 0.136 -0.239 -0.004 0.386
C 18.8355 19.1402 -18.1272 -0.786 0.768 0.066 -1.225
O 18.5022 18.0678 -17.2821 0.655 -0.439 -0.219 0.297
C 17.2306 18.1460 -16.7252 -1.629 0.340 0.416 -0.239
C 17.0119 19.3303 -15.7663 0.707 -0.206 -0.070 -0.442
O 15.9766 19.0866 -14.8481 -0.104 0.039 0.422 -0.247
C 14.6718 19.0889 -15.3824 -0.031 -0.856 -0.220 -0.708
H 19.2208 19.9829 -17.5409 0.245 -0.042 -0.135 0.298
H 17.9361 19.5221 -18.6327 0.049 -0.116 -0.074 0.369
H 19.5370 18.8495 -18.9055 0.191 -0.255 0.230 0.309
H 17.0081 17.2544 -16.1410 0.453 -0.139 -0.071 -0.121
H 16.4310 18.1773 -17.4852 0.403 -0.037 -0.313 0.299
H 16.8599 20.2789 -16.2981 -0.010 -0.001 0.032 0.474
H 17.9248 19.3863 -15.1644 -0.067 0.246 -0.001 0.030
H 14.0216 18.5477 -14.6936 0.071 0.299 0.274 0.204
H 14.6364 18.4688 -16.2853 -0.106 0.410 -0.204 0.303
H 14.2854 20.0969 -15.5473 0.056 0.030 -0.151 0.271
C 21.5198 12.0860 -17.6031 0.182 -0.484 0.681 -0.248
O 22.8750 12.2350 -17.2077 -0.007 -0.128 0.035 -0.443
C 23.4642 13.4600 -17.5610 -0.314 0.234 -0.684 -0.690
C 23.1423 14.6202 -16.6312 0.757 -0.828 0.953 -0.189
O 21.8352 15.1294 -16.5961 -0.444 0.213 -0.111 0.399
C 21.2453 15.4835 -17.8458 0.229 0.628 0.050 -0.581
H 21.4195 12.0429 -18.6901 -0.126 0.377 -0.026 0.391
H 20.8958 12.8294 -17.1050 -0.148 0.221 -0.419 -0.184
H 21.1894 11.1250 -17.2036 0.142 -0.066 -0.140 0.281
H 23.2276 13.7212 -18.6054 -0.126 -0.037 0.071 0.316
H 24.5456 13.3124 -17.5490 0.013 -0.020 0.227 0.439
H 23.9413 15.3697 -16.7601 -0.467 0.344 -0.296 0.343
H 23.2818 14.2293 -15.6143 0.120 0.016 -0.056 0.019
H 20.7687 14.6268 -18.3186 0.084 0.004 -0.171 0.464
H 21.9908 15.9484 -18.4993 0.029 -0.260 -0.124 0.460
H 20.4958 16.2516 -17.6548 -0.122 -0.173 0.143 -0.467
C 16.6407 16.8106 -21.6561 0.145 0.168 -0.360 -0.586
O 16.5834 15.4723 -21.2373 0.098 0.183 -0.056 -0.384
C 17.4689 15.1444 -20.1823 -0.548 -0.450 0.727 0.143
C 18.1410 13.8289 -20.4529 0.163 -0.484 -0.593 -0.390
O 19.3495 13.9950 -21.1915 0.070 0.161 0.161 -0.391
C 19.5707 13.0138 -22.1877 -0.301 0.130 0.457 -0.758
H 17.4788 16.9674 -22.3494 0.029 0.044 0.114 0.277
H 16.7406 17.5224 -20.8285 -0.053 -0.107 0.084 0.156
H 15.7231 17.0407 -22.1971 -0.047 -0.072 0.060 0.271
H 16.8754 14.9591 -19.2748 -0.069 0.320 -0.006 -0.115
H 18.1685 15.9550 -19.9602 0.157 -0.104 -0.141 0.258
H 17.4430 13.2126 -21.0332 -0.106 0.162 0.024 0.647
H 18.3179 13.2618 -19.5303 0.217 0.277 0.095 0.090
H 19.1431 12.0578 -21.8694 0.149 -0.099 -0.120 0.326
H 20.6475 12.9126 -22.3045 0.007 -0.043 -0.186 0.241
H 19.0951 13.3164 -23.1249 0.089 -0.079 -0.087 0.288
C 18.2109 7.4731 -14.2515 0.451 -0.043 0.064 -0.171
O 17.0022 7.2381 -13.5854 -0.145 -0.003 0.213 -0.311
C 17.1781 7.0329 -12.2023 0.564 -0.693 0.357 -0.564
C 15.9172 7.3689 -11.4406 -0.291 0.161 0.181 -0.539
O 15.9458 8.6460 -10.8306 -0.380 0.048 -0.181 -0.487
C 16.0525 9.6619 -11.8019 1.170 0.444 -0.120 -0.192
H 18.6033 8.4683 -13.9961 -0.077 0.063 -0.187 0.053
H 18.0278 7.3819 -15.3187 -0.023 0.189 0.006 -0.186
H 18.9899 6.7550 -13.9595 -0.120 -0.129 -0.046 0.468
H 18.0453 7.5775 -11.8000 -0.273 0.487 -0.116 0.390
H 17.4746 5.9914 -11.9852 -0.305 -0.084 -0.364 0.443
H 15.7452 6.6512 -10.6389 0.098 0.049 0.063 0.346
H 15.0591 7.3129 -12.1230 0.082 -0.100 -0.097 0.275
H 17.0234 9.5842 -12.3113 -0.151 -0.058 -0.153 0.050
H 16.1021 10.6313 -11.3068 -0.384 -0.079 0.176 0.256
H 15.2891 9.6614 -12.5860 -0.247 -0.200 0.238 0.149
C 12.9935 9.9762 -15.6469 -0.578 0.339 1.266 -0.927
O 14.0480 9.6551 -16.4864 -0.214 0.056 -0.793 -0.422
C 15.3051 10.1392 -16.0847 0.201 -0.902 0.536 0.497
C 16.3303 9.7764 -17.1157 -0.328 0.853 -1.195 0.063
O 16.5411 8.3866 -17.1444 0.353 -0.019 0.583 -0.393
C 17.5669 8.0317 -18.0231 0.474 0.469 -0.458 -0.719
H 12.0226 9.8481 -16.1285 0.244 -0.179 -0.392 0.365
H 13.0136 11.0186 -15.2891 0.230 -0.001 -0.201 0.319
H 12.9641 9.3579 -14.7347 0.208 -0.069 -0.128 0.256
H 15.6259 9.6195 -15.1675 -0.147 0.194 0.117 0.053
H 15.3061 11.2124 -15.8741 -0.154 0.056 -0.219 0.121
H 17.2087 10.4179 -16.9360 0.328 -0.633 0.272 0.042
H 16.0250 10.0595 -18.1386 -0.318 0.256 0.203 0.066
H 17.8348 6.9946 -17.8387 -0.010 -0.038 -0.073 0.302
H 18.4492 8.6815 -17.8988 0.033 -0.227 0.323 0.250
H 17.3097 8.1795 -19.0846 -0.349 -0.226 0.125 0.221
```
Forces are in eV/Å.


Molecular formula: CH4BF
Method: DFT, the ωB97M-V functional and the def2-TZVPD basis

Strongest force on any atom, eV Å⁻¹: 4.38
Gap between HOMO and LUMO, eV: 11.58
LUMO, eV: 0.33
Multiplicity: 1

Geometry as XYZ:
```
7
Properties=species:S:1:pos:R:3:forces:R:3:mulliken_charge:R:1
B -0.3691 0.6504 -0.1224 -0.012 -0.587 -0.722 0.024
C 0.7435 -0.2087 0.3377 -1.139 -2.854 3.118 -0.083
F 1.5509 0.2435 1.3544 1.132 0.589 -0.334 -0.247
H -1.0208 0.3856 -1.0288 -0.563 -0.746 -0.838 -0.056
H -0.6402 1.5964 0.3877 -0.342 1.989 1.345 -0.053
H 1.2389 -0.9942 -0.2709 -0.261 0.524 0.580 0.299
H -0.1169 -0.8298 1.2483 1.186 1.085 -3.148 0.116
```
Forces are in eV/Å.


Which energy relative to the best compared isomer or geometry (same formula, charge and spin) belongs to each record? In order, 0.000, 0.941 eV.